No. 1
The following is a quantum chemistry calculation of a 2-piece molecular cluster, C10H16O overall in a non-equilibrium geometry, from OMol25.

Summary:
SMILES string = CCc1ccc(O)cc1.CC
maximum force = 0.093 Eh/bohr
E = -12673.718 eV

```
! RIJCOSX wB97M-V def2-TZVPD def2/J DEFGRID3
* xyz 0 1
C -0.160 3.193 1.570
C 0.420 1.723 1.549
C 1.172 1.018 0.439
C 1.612 -0.290 0.764
C 1.699 -1.322 -0.200
C 1.221 -0.905 -1.409
O 1.053 -1.887 -2.433
C 0.792 0.338 -1.792
C 0.899 1.393 -0.841
H 0.495 3.948 2.052
H -1.117 3.222 2.079
H -0.211 3.664 0.450
H 0.702 1.576 2.650
H -0.713 1.266 1.509
H 1.688 -0.456 1.852
H 1.961 -2.435 -0.041
H 0.744 -1.589 -3.279
H 0.490 0.559 -2.865
H 0.982 2.507 -0.965
C -1.620 -1.790 0.647
C -1.884 -2.134 -0.830
H -2.061 -2.550 1.173
H -0.464 -1.872 0.879
H -1.897 -0.806 0.891
H -1.347 -1.262 -1.405
H -2.826 -1.916 -1.291
H -1.631 -3.192 -1.150
*
```

---

No. 2
The following is a quantum chemistry calculation of a 2-piece molecular cluster, C10H16O overall in a non-equilibrium geometry, from OMol25.

Summary:
⟨S²⟩ = 0.77
maximum force = 0.087 Eh/bohr
E = -12667.016 eV

```
! RIJCOSX wB97M-V def2-TZVPD def2/J DEFGRID3
* xyz 1 2
C -1.257 -0.165 2.036
C -2.249 -0.602 0.827
C -0.896 1.326 1.911
H -1.659 -0.415 3.009
H -0.215 -0.647 1.764
H -2.907 -1.512 1.046
H -0.821 1.875 2.827
H -1.711 -0.921 -0.040
H -2.732 0.379 0.553
H 0.073 1.379 1.578
H -1.491 1.844 1.076
C 0.416 -2.414 -1.944
C 1.408 1.382 -0.321
C 0.433 1.350 -1.295
C 2.210 0.305 0.079
C 0.177 0.135 -1.851
C 1.782 -0.873 -0.420
C 0.813 -1.066 -1.447
O 1.751 2.489 0.376
H -0.132 2.183 -1.605
H 1.452 3.377 0.145
H 2.943 0.538 0.771
H -0.582 0.199 -2.646
H 2.021 -1.748 0.047
H 0.765 -3.336 -1.499
H 1.066 -2.513 -2.795
H -0.657 -2.549 -2.177
*
```

---

No. 3
The following is a quantum chemistry calculation of C10H16O2S3 as an isolated structure in a non-equilibrium geometry, from OMol25.

Summary:
maximum force = 0.070 Eh/bohr
E = -47229.212 eV

```
! RIJCOSX wB97M-V def2-TZVPD def2/J DEFGRID3
* xyz 0 1
O -0.880 -0.748 -2.927
O 1.532 -0.384 -2.702
S 0.182 -0.417 3.154
S -1.004 1.236 2.769
C 0.248 -0.356 1.408
C -0.605 0.701 1.150
C 1.287 -2.579 1.227
C 2.500 -0.617 0.332
C -1.383 2.852 0.202
C -2.432 0.697 -0.480
C 1.087 -1.264 0.512
C -1.094 1.356 -0.122
C 0.327 -1.625 -0.756
C -0.120 1.249 -1.322
S 0.221 -0.376 -2.032
H 0.319 -3.002 1.577
H 1.871 -2.422 2.138
H 1.786 -3.319 0.597
H 2.446 0.399 -0.056
H 2.979 -0.539 1.303
H 3.103 -1.229 -0.294
H -0.486 3.332 0.578
H -2.198 2.980 0.912
H -1.675 3.408 -0.685
H -2.353 -0.335 -0.747
H -3.113 0.698 0.394
H -2.922 1.242 -1.329
H -0.692 -1.865 -0.476
H 0.728 -2.531 -1.166
H 0.877 1.648 -1.042
H -0.535 1.809 -2.119
*
```

---

No. 4
The following is a quantum chemistry calculation of a 3-piece molecular cluster, C10H16O4S overall in a non-equilibrium geometry, from OMol25.

Summary:
maximum force = 0.076 Eh/bohr
E = -29652.398 eV

```
! RIJCOSX wB97M-V def2-TZVPD def2/J DEFGRID3
* xyz 0 1
C -0.755 -0.145 -0.565
C 0.265 0.881 -0.846
C 1.682 -0.313 0.667
C 0.555 -1.312 1.044
C 0.931 1.000 0.489
C -0.730 -0.435 0.922
C -0.240 0.896 1.452
C -1.310 1.995 1.319
C 0.129 0.834 2.830
C 0.521 -3.004 -2.906
O -1.390 -0.791 -1.333
O -2.283 1.028 -3.610
O 0.058 0.373 -3.649
O 0.569 -3.563 -1.833
S -1.336 -0.071 -3.659
H 0.917 0.686 -1.761
H -0.074 1.915 -1.157
H 2.492 -0.266 1.466
H 2.159 -0.736 -0.238
H 0.436 -2.036 0.305
H 0.570 -1.721 2.014
H 1.504 1.906 0.664
H -2.161 1.495 0.914
H -0.960 2.863 0.770
H -1.586 2.429 2.340
H -0.776 0.460 3.342
H 0.308 1.872 3.267
H 0.816 0.046 3.101
H 0.557 -1.882 -2.867
H -1.651 -0.835 1.298
H 0.782 -3.565 -3.781
*
```

---

No. 5
The following is a quantum chemistry calculation of a 2-piece molecular cluster, C10H16S overall in a non-equilibrium geometry, from OMol25.

Summary:
SMILES string = Cc1ccccc1.CCSC
maximum force = 0.035 Eh/bohr
E = -21464.264 eV

```
! RIJCOSX wB97M-V def2-TZVPD def2/J DEFGRID3
* xyz 0 1
C -0.108 -0.862 -2.472
C 0.652 -1.175 -1.201
C 2.002 -0.812 -1.142
C 2.760 -1.192 -0.038
C 2.164 -1.851 1.023
C 0.909 -2.424 0.861
C 0.163 -2.070 -0.268
H 0.542 -0.890 -3.349
H -0.497 0.158 -2.543
H -0.959 -1.530 -2.514
H 2.475 -0.161 -1.867
H 3.787 -0.850 0.011
H 2.659 -2.006 1.976
H 0.467 -3.105 1.571
H -0.813 -2.482 -0.342
C -1.809 1.523 2.276
C -1.896 0.755 0.956
S -2.013 1.775 -0.533
C -0.575 2.829 -0.508
H -2.808 1.650 2.687
H -1.261 2.454 2.192
H -1.337 0.867 3.000
H -1.093 0.030 0.829
H -2.827 0.192 0.935
H 0.019 2.705 -1.419
H -0.688 3.912 -0.430
H 0.084 2.559 0.309
*
```

---

No. 6
The following is a quantum chemistry calculation of C10H17BCl2F4O2Pd as an isolated structure in a non-equilibrium geometry, from OMol25.

Summary:
⟨S²⟩ = 6.02
maximum force = 0.131 Eh/bohr
E = -54813.415 eV

```
! RIJCOSX wB97M-V def2-TZVPD def2/J DEFGRID3
* xyz -2 5
C -0.689 0.862 -2.323
C -1.543 -0.300 -2.140
C -0.768 -1.380 -1.726
C -2.979 -0.316 -2.404
C 0.632 -0.991 -1.709
C 0.692 0.395 -2.234
C 1.904 1.086 -2.687
C -1.155 2.185 -2.756
C -1.279 -2.705 -1.447
C 1.817 -1.866 -1.511
Pd 0.476 0.440 -0.159
Cl -3.183 0.905 0.614
Cl -0.074 2.869 0.648
O 2.653 0.480 0.607
H -3.465 0.606 -2.052
H -3.467 -1.127 -1.854
H -3.207 -0.451 -3.473
H -2.065 -2.677 -0.678
H -0.475 -3.393 -1.078
H -1.720 -3.185 -2.338
H 1.508 -2.754 -0.989
H 2.544 -1.327 -0.910
H 2.240 -2.137 -2.472
H 2.768 0.492 -2.481
H 1.978 2.024 -2.135
H 1.816 1.335 -3.725
H -2.029 2.457 -2.174
H -1.437 2.162 -3.810
H -0.378 2.927 -2.604
H 2.238 0.275 1.474
O 1.161 2.446 -0.368
H 2.326 1.359 0.353
F 0.850 0.244 2.374
B 0.618 -0.157 3.805
F 1.897 -0.366 4.341
F -0.051 0.906 4.406
F -0.153 -1.323 3.744
*
```

---

Question: The highest E belongs to which entry?
Answer: number 2

---

Question: The highest E belongs to which entry?
Answer: number 2